[1]
Entry from OMol25: C9H18Cl3CrO3 as an isolated structure in a non-equilibrium geometry (ωB97M-V/def2-TZVPD).

Cartesian coordinates (Å):
Cr1 -15.504 35.096 6.968
Cl1 -12.532 35.417 8.262
Cl2 -17.835 34.792 4.826
Cl3 -17.105 35.079 9.810
C1 -11.276 36.122 3.332
C2 -12.493 35.198 3.065
O1 -13.207 34.805 4.051
C3 -12.511 34.523 1.750
H1 -10.476 35.889 2.629
H2 -10.913 36.171 4.359
H3 -11.592 37.121 3.035
H4 -11.993 34.984 0.909
H5 -13.485 34.420 1.272
H6 -11.959 33.585 1.808
C4 -13.531 30.243 8.107
C5 -14.217 30.734 6.847
O2 -14.867 31.798 7.030
C6 -13.904 30.147 5.516
H7 -13.578 30.906 8.970
H8 -12.534 29.852 7.906
H9 -14.119 29.360 8.359
H10 -13.036 30.705 5.165
H11 -14.698 30.440 4.829
H12 -13.664 29.084 5.541
C7 -17.038 40.128 5.356
C8 -16.189 39.660 6.473
O3 -15.735 38.505 6.498
C9 -16.084 40.610 7.589
H13 -16.994 41.213 5.263
H14 -18.099 39.941 5.524
H15 -16.836 39.733 4.360
H16 -16.883 40.611 8.330
H17 -16.151 41.585 7.106
H18 -15.211 40.638 8.241

Forces on atoms 1 to 6 (eV/Å):
Cr -2.368 -0.348 0.155
Cl -0.569 -0.064 -0.192
Cl 1.672 0.245 1.418
Cl 1.270 0.074 -1.747
C -1.020 0.097 -0.795
C 0.075 -1.452 4.701

Its spin multiplicity is 4. The HOMO energy (alpha / beta) is -8.63 / -8.71 eV. Its expectation value of S² is 3.8506. The value obtained for the gap between HOMO and LUMO (alpha / beta) is 5.6 / 3.4 eV.

[2]
Entry from OMol25: C9H18ClCsF3N3NaO5PS3 as an isolated structure in a non-equilibrium geometry (ωB97M-V/def2-TZVPD).

Cartesian coordinates (Å):
C1 1.416 -2.566 0.649
C2 0.291 -1.634 0.016
C3 0.893 -0.154 -0.007
C4 -0.940 -1.619 1.014
C5 -2.334 -1.538 0.327
C6 -2.743 -1.676 -1.047
N1 -4.172 -1.533 -1.113
F1 -4.995 -1.632 -2.162
C7 -4.575 -1.226 0.180
P1 -6.222 -0.839 0.943
S1 -5.880 0.415 2.413
N2 -3.521 -1.271 1.079
H1 1.254 -2.668 1.761
H2 2.441 -2.120 0.514
H3 1.457 -3.591 0.179
H4 -0.014 -1.985 -1.011
H5 0.148 0.545 -0.489
H6 1.895 -0.122 -0.521
H7 0.979 0.180 1.071
H8 -0.875 -0.718 1.700
H9 -0.928 -2.531 1.682
H10 -2.054 -1.899 -1.892
H11 -7.155 -0.267 0.036
H12 -6.690 -2.070 1.544
H13 -3.487 -1.142 2.089
N3 1.031 5.185 1.105
S2 2.144 5.399 2.197
O1 3.523 5.120 1.809
O2 1.807 5.109 3.551
F2 2.171 6.982 2.235
S3 0.785 3.657 0.804
O3 0.012 3.420 -0.371
O4 0.477 2.798 1.904
F3 2.230 3.123 0.339
C8 4.055 -0.951 -3.447
C9 3.283 -1.929 -2.543
O5 3.718 -1.748 -1.295
H14 5.137 -1.143 -3.418
H15 3.732 -1.058 -4.495
H16 3.873 0.087 -3.153
H17 3.424 -2.927 -3.008
H18 2.208 -1.734 -2.757
Cs1 4.287 3.351 1.072
Na1 5.488 0.942 -3.511
Cl1 -7.574 -0.026 4.026

Forces on atoms 1 to 6 (eV/Å):
C 0.255 -0.029 -0.023
C 0.942 0.547 1.175
C -0.871 -0.317 -0.080
C -0.923 0.021 -0.417
C -1.471 -0.154 -1.996
C 1.284 -0.123 1.607

The HOMO energy is -4.97 eV. The value obtained for the gap between HOMO and LUMO is 2.4 eV.

[3]
Entry from OMol25: a 2-piece molecular cluster, C9H18ClNO overall in a non-equilibrium geometry (ωB97M-V/def2-TZVPD).

Cartesian coordinates (Å):
C1 -0.771 -0.985 -0.925
C2 -2.150 -0.510 -0.589
C3 -1.271 -1.451 0.193
C4 -3.356 -1.082 -1.190
C5 -2.417 0.908 0.085
C6 1.717 1.057 1.616
C7 2.162 1.700 -0.840
C8 0.046 -3.026 1.348
C9 2.573 0.839 0.402
N1 2.367 -0.601 0.217
O1 -1.135 -2.131 1.255
Cl1 3.201 -1.413 -1.140
H1 0.136 -0.705 -1.627
H2 1.339 -0.851 0.043
H3 -3.605 -0.491 -1.965
H4 -4.139 -1.175 -0.498
H5 -3.098 -2.126 -1.581
H6 -2.797 1.588 -0.727
H7 -1.748 1.276 0.787
H8 -3.246 0.765 0.677
H9 1.966 0.271 2.289
H10 1.772 2.037 2.012
H11 0.711 0.902 1.411
H12 2.648 2.698 -0.794
H13 1.102 1.802 -1.015
H14 2.618 1.054 -1.689
H15 0.955 -2.480 1.448
H16 0.064 -3.644 0.475
H17 -0.012 -3.459 2.358
H18 3.615 1.147 0.658

Forces on atoms 1 to 6 (eV/Å):
C 2.463 0.679 -1.525
C 0.978 1.104 3.325
C 0.805 1.798 -3.168
C 1.647 -3.450 0.105
C -0.899 -1.499 -3.782
C 0.819 -0.121 -0.033

The HOMO energy is -8.47 eV. The value obtained for the gap between HOMO and LUMO is 9.3 eV. As for the SMILES: COC1=CC1(C)C.CC(C)NCl.

[4]
Entry from OMol25: C9H18CrF20NO13P3S2 as an isolated structure in a non-equilibrium geometry (ωB97M-V/def2-TZVPD).

Cartesian coordinates (Å):
Cr1 0.666 -5.280 22.485
P1 0.512 -7.576 20.022
F1 1.523 -8.780 19.993
F2 1.220 -6.723 21.196
F3 1.218 -6.757 18.854
F4 -0.641 -6.411 20.000
F5 -0.235 -8.293 18.807
F6 -0.315 -8.291 21.146
P2 1.200 -1.307 22.922
F7 2.692 -2.011 22.892
F8 1.166 -1.536 24.570
F9 1.988 0.081 23.064
F10 -0.216 -0.534 22.875
F11 1.325 -1.224 21.341
F12 0.510 -2.874 22.740
P3 0.910 -8.404 24.570
F13 1.251 -9.412 23.250
F14 2.503 -8.027 24.579
F15 0.780 -7.131 23.593
F16 0.624 -7.469 25.929
F17 -0.679 -8.770 24.416
F18 1.177 -9.704 25.563
N1 -1.235 -5.059 22.544
S1 -2.363 -4.348 21.693
O1 -2.635 -3.005 22.142
O2 -3.290 -5.152 20.876
F19 -1.231 -4.086 20.553
S2 -2.583 -5.545 23.528
O3 -3.495 -6.650 23.111
O4 -3.083 -4.453 24.410
F20 -1.761 -6.359 24.638
C1 -0.851 -3.707 27.399
O5 -0.483 -3.834 26.065
C2 0.704 -4.322 25.641
O6 0.863 -4.763 24.495
O7 1.622 -4.211 26.576
C3 2.918 -4.794 26.421
H1 -0.638 -4.641 27.919
H2 -1.930 -3.568 27.463
H3 -0.479 -2.867 27.985
H4 3.673 -4.194 26.930
H5 3.290 -4.951 25.408
H6 2.939 -5.715 27.003
C4 6.037 -4.259 22.888
O8 4.730 -4.652 23.422
C5 3.942 -5.400 22.675
O9 2.737 -5.374 22.809
O10 4.685 -6.209 21.820
C6 4.095 -7.371 21.320
H7 5.932 -3.842 21.886
H8 6.765 -5.071 22.906
H9 6.513 -3.502 23.511
H10 4.898 -7.942 20.854
H11 3.442 -7.183 20.469
H12 3.651 -7.957 22.125
C7 4.359 -2.767 19.525
O11 3.402 -3.476 20.338
C8 2.099 -3.629 19.977
O12 1.320 -4.270 20.721
O13 1.771 -3.137 18.765
C9 0.447 -3.223 18.264
H13 5.327 -2.663 20.015
H14 4.088 -1.754 19.228
H15 4.430 -3.353 18.609
H16 -0.017 -4.199 18.413
H17 0.397 -2.922 17.218
H18 -0.121 -2.490 18.837

Forces on atoms 1 to 6 (eV/Å):
Cr 2.617 -0.032 0.570
P -4.600 -1.307 -3.628
F 1.915 0.542 0.817
F 1.708 0.931 1.084
F 2.406 1.100 0.532
F 0.140 0.143 0.338

Its spin multiplicity is 4. The HOMO energy (alpha / beta) is -8.79 / -8.94 eV. Its expectation value of S² is 3.7651. As for the charge: -1. The value obtained for the gap between HOMO and LUMO (alpha / beta) is 7.4 / 8.8 eV.

[5]
Entry from OMol25: C9H18CsNO as an isolated structure in a non-equilibrium geometry (ωB97M-V/def2-TZVPD).

Cartesian coordinates (Å):
Cs1 3.462 -1.873 1.251
C1 1.398 -0.518 -1.626
C2 0.564 0.693 -1.041
C3 -0.864 0.536 -1.621
C4 -1.799 -0.357 -0.933
C5 -1.754 -0.157 0.620
C6 -0.368 -0.185 1.267
N1 0.611 0.695 0.484
O1 1.910 1.029 1.202
C7 0.004 -1.710 1.338
C8 -0.448 0.361 2.770
C9 1.205 1.975 -1.673
H1 0.987 -1.482 -1.325
H2 2.387 -0.435 -1.176
H3 1.422 -0.536 -2.715
H4 -0.981 0.006 -2.566
H5 -1.294 1.532 -1.730
H6 -1.735 -1.422 -1.154
H7 -2.841 -0.077 -1.087
H8 -2.460 -0.810 1.134
H9 -2.172 0.828 0.826
H10 0.898 -1.994 1.893
H11 0.117 -2.211 0.376
H12 -0.836 -2.234 1.794
H13 -1.274 -0.150 3.264
H14 -0.587 1.439 2.688
H15 0.494 0.144 3.274
H16 0.770 2.172 -2.652
H17 2.288 1.870 -1.745
H18 0.896 2.872 -1.137

Forces on atoms 1 to 6 (eV/Å):
Cs -0.244 0.938 -0.129
C -0.316 0.270 0.725
C 1.139 -1.291 0.169
C 0.046 0.452 -0.375
C -1.679 -0.472 4.160
C 0.089 0.865 -0.350

The HOMO energy is -5.19 eV. The value obtained for the gap between HOMO and LUMO is 4.4 eV.

[6]
Entry from OMol25: C9H18CuNO5SeSi as an isolated structure in a non-equilibrium geometry (ωB97M-V/def2-TZVPD).

Cartesian coordinates (Å):
Cu1 -0.261 0.073 -0.775
O1 0.150 2.046 -2.227
C1 0.960 2.984 -1.664
C2 1.427 2.551 -0.328
N1 0.333 1.999 0.378
C3 -0.599 3.027 0.947
C4 -1.726 3.717 0.091
O2 -2.377 4.549 0.743
O3 -1.918 3.336 -1.079
C5 0.881 1.279 1.560
C6 1.903 0.176 1.141
O4 2.724 -0.152 1.989
O5 1.586 -0.352 0.028
H1 -0.760 2.355 -2.005
H2 1.792 3.167 -2.372
H3 0.402 3.926 -1.517
H4 2.220 1.848 -0.519
H5 1.831 3.471 0.140
H6 -1.138 2.519 1.711
H7 0.015 3.866 1.426
H8 1.326 2.005 2.270
H9 0.058 0.956 2.164
C7 -1.707 -4.636 -0.826
Si1 -0.714 -3.079 -0.434
C8 -1.106 -2.729 1.375
C9 1.133 -3.543 -0.753
Se1 -1.568 -1.584 -1.770
H10 -1.617 -5.331 -0.016
H11 -1.433 -5.108 -1.760
H12 -2.709 -4.333 -0.846
H13 -0.726 -3.405 2.112
H14 -2.158 -2.899 1.377
H15 -0.833 -1.718 1.616
H16 1.651 -3.590 0.225
H17 1.787 -2.790 -1.272
H18 1.171 -4.602 -1.128

Forces on atoms 1 to 6 (eV/Å):
Cu 0.057 0.254 -0.236
O -1.314 -1.022 -1.348
C 0.280 1.949 -0.886
C 0.952 1.279 -0.626
N -0.930 -0.510 2.353
C 1.100 1.036 -0.858

The HOMO energy is -1.27 eV. As for the charge: -2. The value obtained for the gap between HOMO and LUMO is 6.4 eV.

| no. | E_tot (eV) |
| --- | --- |
| 1 | -81748.222 |
| 2 | -91753.372 |
| 3 | -25679.496 |
| 4 | -170056.298 |
| 5 | -13706.411 |
| 6 | -139219.984 |